185
Properties=species:S:1:pos:R:3:forces:R:3:lowdin_charge:R:1 method="wB97M-V/def2-TZVPD" homo_energy_ev=-18.0595 largest_force_ha_per_bohr=0.0372 total_charge=+5 relative_energy_kj_mol=175.7
C -23.599958 8.036137 -11.187829 -0.330 0.500 -0.647 -0.08
O -24.338898 6.827988 -11.325049 0.325 -0.297 0.829 -0.19
C -23.521986 5.708200 -11.597423 0.476 0.450 -1.628 -0.21
C -24.395004 4.492303 -11.771631 0.054 -0.251 0.859 -0.08
N -25.106637 4.229101 -10.456951 0.031 -0.234 -0.196 0.08
H -24.404477 4.080461 -9.730916 0.007 0.050 0.004 0.19
H -25.597019 5.100178 -10.246831 0.111 -0.005 0.288 0.17
C -26.126695 3.101942 -10.405163 -1.359 0.639 -0.424 -0.07
C -25.781419 1.887993 -11.231030 1.052 0.103 0.529 -0.23
O -25.818054 2.242671 -12.582776 -0.077 -0.118 0.153 -0.22
C -25.335371 1.200363 -13.432972 0.618 0.312 -0.195 -0.05
H -23.369783 8.458071 -12.174454 0.061 -0.246 -0.057 0.07
H -22.670330 7.934913 -10.622403 -0.155 -0.232 0.210 0.10
H -24.267275 8.766735 -10.733605 0.063 -0.101 0.256 0.08
H -22.657920 5.570003 -10.933705 -0.486 0.006 0.634 0.14
H -23.016376 5.881859 -12.562937 -0.177 -0.166 -0.073 0.14
H -23.805315 3.606622 -11.988026 0.003 0.041 -0.191 0.14
H -25.174114 4.609878 -12.516552 0.095 0.074 -0.118 0.14
H -27.042700 3.553910 -10.796766 0.066 -0.094 -0.201 0.14
H -26.363964 2.916221 -9.359569 0.439 -0.289 0.057 0.15
H -26.438961 1.045935 -11.001074 -0.175 0.132 0.109 0.15
H -24.764532 1.584591 -10.919247 -0.038 -0.257 -0.222 0.14
H -25.537296 1.546286 -14.441999 -0.358 -0.419 -0.067 0.10
H -25.759836 0.231393 -13.174911 -0.335 0.058 -0.254 0.10
H -24.242984 1.095235 -13.375100 -0.047 0.102 0.310 0.10
C -23.040059 8.146671 -15.275986 0.724 -0.213 -0.099 -0.11
O -24.296178 8.229921 -14.675696 -0.152 -0.422 0.171 -0.22
C -25.295810 7.429334 -15.319603 0.251 0.858 0.023 -0.14
C -26.500996 7.543208 -14.426654 -0.276 0.714 0.581 -0.07
N -26.878155 9.000153 -14.321799 0.625 -0.084 -0.012 0.08
H -26.043280 9.592751 -14.198953 -0.044 -0.359 -0.262 0.13
H -27.252739 9.211764 -15.249931 -0.389 0.592 -0.290 0.13
C -27.832703 9.306119 -13.230370 -0.696 -1.085 0.306 -0.09
C -29.220083 8.809657 -13.592056 -0.383 1.223 -0.022 -0.19
O -29.585951 9.600782 -14.697059 0.261 -0.122 -0.102 -0.22
C -30.932526 9.489765 -15.106603 -0.719 -0.089 0.043 -0.08
H -22.607738 7.136432 -15.225301 -0.152 -0.017 0.149 0.09
H -22.384432 8.818468 -14.715969 -0.019 0.041 -0.076 0.07
H -22.999715 8.416420 -16.338528 -0.386 0.214 0.059 0.09
H -24.964236 6.393761 -15.418181 -0.094 -0.028 -0.151 0.14
H -25.486369 7.912422 -16.283404 -0.218 -0.536 -0.208 0.14
H -26.266867 7.242744 -13.404185 0.085 -0.257 -0.083 0.12
H -27.403323 7.056388 -14.783500 0.248 -0.339 -0.239 0.14
H -27.835671 10.370362 -13.022535 0.131 0.052 -0.134 0.12
H -27.530147 8.740164 -12.346489 0.369 0.262 0.037 0.13
H -29.905395 9.046668 -12.767274 0.140 -0.300 0.188 0.14
H -29.251551 7.730836 -13.773328 -0.080 0.008 -0.208 0.13
H -31.192074 8.499815 -15.488284 0.228 -0.060 -0.001 0.11
H -31.117352 10.203243 -15.905965 0.253 -0.047 -0.048 0.08
H -31.618497 9.719576 -14.280133 0.124 -0.034 0.070 0.10
C -20.678416 11.787839 -9.332690 -0.011 -0.320 0.473 -0.08
O -20.321094 11.269585 -10.608150 0.002 -0.216 -0.232 -0.17
C -20.736770 12.009832 -11.723837 -0.178 0.807 0.394 -0.23
C -20.818975 11.124945 -12.931140 0.456 -0.561 -0.350 -0.06
N -19.445567 10.538376 -13.266339 -0.200 0.256 -0.178 0.08
H -19.378077 9.609405 -12.844956 0.376 0.018 -0.007 0.18
H -19.370787 10.415121 -14.276472 -0.279 -0.381 0.026 0.18
C -18.203005 11.304908 -12.926825 0.462 0.252 -0.348 -0.10
C -17.029777 10.576773 -13.533690 1.100 -0.335 0.242 -0.23
O -17.095023 9.266052 -13.056537 -0.680 -0.471 0.550 -0.20
C -15.901464 8.498207 -13.169732 0.869 0.312 -1.107 -0.05
H -21.340236 11.064580 -8.852099 -0.055 0.068 0.002 0.09
H -21.192999 12.751092 -9.350546 0.040 0.006 -0.366 0.08
H -19.790837 11.888681 -8.707162 0.114 0.018 -0.167 0.10
H -20.034800 12.837977 -11.900788 -0.020 -0.035 -0.114 0.13
H -21.706444 12.488408 -11.546655 -0.133 -0.235 -0.172 0.12
H -21.185295 11.623659 -13.826275 0.059 0.359 0.161 0.14
H -21.460200 10.254633 -12.798558 -0.143 0.143 0.286 0.12
H -18.090051 11.361492 -11.849082 -0.200 0.018 0.029 0.14
H -18.242690 12.291845 -13.388366 -0.327 0.063 0.215 0.14
H -16.096927 11.050219 -13.197083 -0.173 0.176 0.095 0.14
H -16.964233 10.625749 -14.632978 -0.438 -0.053 -0.008 0.14
H -15.806042 8.135318 -14.198428 -0.013 -0.078 0.066 0.10
H -15.856977 7.643465 -12.504574 -0.525 0.159 0.263 0.10
H -15.030533 9.135472 -12.989286 -0.048 -0.055 0.209 0.10
C -23.171378 16.054287 -10.287733 -0.245 -0.611 -0.296 -0.06
O -22.850648 16.472728 -11.606253 0.259 0.096 0.000 -0.20
C -23.499308 15.731002 -12.608755 -1.113 0.317 0.351 -0.21
C -22.871108 16.066104 -13.949834 0.890 0.025 0.900 -0.06
N -22.323167 17.475462 -13.966291 -0.877 0.598 -1.590 0.06
H -22.239907 17.727155 -14.960139 0.500 -0.286 0.024 0.18
H -23.031930 18.183793 -13.736877 0.070 -0.228 0.763 0.19
C -21.021677 17.842926 -13.280253 -1.177 0.521 0.632 -0.08
C -20.452712 19.038573 -13.983751 1.147 0.059 0.076 -0.25
O -21.387650 20.067837 -13.959188 -0.630 -0.193 -0.055 -0.18
C -20.791512 21.326940 -14.273054 0.519 0.190 -0.385 -0.05
H -24.190889 15.656232 -10.256671 -0.080 0.242 0.105 0.09
H -23.080430 16.894521 -9.608411 0.112 0.023 -0.008 0.10
H -22.508426 15.228203 -10.004435 0.096 0.156 0.181 0.08
H -24.566102 16.006770 -12.641433 0.068 0.187 0.021 0.14
H -23.544370 14.661576 -12.384432 0.516 -0.095 -0.372 0.11
H -23.605523 15.967831 -14.743345 0.156 -0.097 -0.151 0.13
H -21.975750 15.467495 -14.116531 -0.232 -0.246 -0.278 0.13
H -20.373349 16.977725 -13.207226 0.028 -0.043 -0.183 0.14
H -21.370042 18.158940 -12.301505 0.434 -0.235 0.219 0.13
H -20.106891 18.759778 -14.994419 -0.213 0.243 -0.112 0.14
H -19.552310 19.359587 -13.442074 0.057 -0.250 0.010 0.15
H -20.256279 21.233913 -15.222460 -0.032 0.150 -0.010 0.10
H -20.075727 21.626730 -13.503550 -0.062 -0.119 0.081 0.10
H -21.543597 22.101848 -14.367855 -0.267 -0.226 0.071 0.10
C -23.947516 11.074728 -18.202491 -1.208 0.258 0.196 -0.06
O -23.627463 11.766161 -19.409510 0.568 -0.790 -0.002 -0.18
C -23.291659 13.112067 -19.286101 -0.652 0.828 -0.096 -0.21
C -21.825234 13.252203 -18.953031 1.210 -0.407 0.652 -0.08
N -21.053284 12.252992 -19.785297 -0.039 -0.034 -0.509 0.07
H -20.354650 11.782548 -19.219090 0.100 0.188 0.054 0.17
H -21.720651 11.508765 -20.053365 -0.339 0.274 0.121 0.16
C -20.391316 12.735852 -21.069832 1.008 -0.670 0.022 -0.07
C -21.159282 12.265080 -22.286940 -0.222 1.082 0.082 -0.20
O -22.489903 12.669874 -22.089848 -0.087 -0.268 -0.008 -0.22
C -23.316647 12.374794 -23.216511 -0.066 -0.608 -0.238 -0.05
H -24.794668 11.592877 -17.747292 0.104 -0.088 0.265 0.07
H -23.165891 10.947997 -17.441257 0.366 0.341 -0.346 0.08
H -24.327714 10.089388 -18.461680 0.130 0.018 -0.270 0.10
H -23.924131 13.622388 -18.548787 0.223 -0.087 0.185 0.13
H -23.493870 13.601290 -20.236851 0.022 -0.216 -0.089 0.13
H -21.598176 13.002233 -17.911051 -0.320 -0.300 -0.051 0.12
H -21.325930 14.212542 -19.071530 -0.518 0.209 -0.460 0.13
H -19.414198 12.247123 -21.072859 -0.002 0.044 -0.114 0.14
H -20.170032 13.798923 -21.033091 -0.571 0.126 0.149 0.14
H -21.023259 11.184755 -22.417176 -0.275 -0.021 -0.111 0.14
H -20.781945 12.805185 -23.161880 0.405 -0.350 -0.045 0.15
H -24.325903 12.714669 -23.010222 0.061 0.178 0.076 0.10
H -23.354235 11.292997 -23.382049 -0.008 0.018 0.076 0.10
H -22.933222 12.824026 -24.135273 0.007 0.241 0.131 0.10
C -24.158214 12.181620 -9.653957 -0.742 1.378 -0.066 -0.08
O -23.759235 12.296570 -8.288555 0.155 -1.221 -0.239 -0.21
C -24.606601 11.473913 -7.499071 0.321 0.424 0.465 -0.19
C -24.062257 11.249676 -6.094135 -0.744 0.586 1.194 -0.07
N -23.408259 12.470619 -5.482197 0.278 -0.702 -0.379 0.07
H -23.978484 13.295936 -5.685634 0.296 0.222 0.032 0.18
H -23.429023 12.335092 -4.469524 -0.191 0.236 0.029 0.19
C -21.948603 12.698713 -5.818810 -0.729 -0.772 0.700 -0.08
C -21.489132 13.904729 -5.030751 0.491 0.067 -0.627 -0.22
O -22.470972 14.891764 -5.161964 0.115 0.061 -0.277 -0.20
C -22.036491 16.165837 -4.666832 -0.173 -0.115 0.355 -0.05
H -23.647260 12.990678 -10.174339 0.265 -0.321 -0.213 0.06
H -25.220445 12.443868 -9.747913 -0.025 -0.131 0.077 0.11
H -24.044252 11.214395 -10.147199 0.495 -0.126 0.341 0.08
H -24.727844 10.474900 -7.924804 -0.246 0.105 -0.219 0.13
H -25.558205 12.008001 -7.425630 -0.247 -0.381 -0.038 0.14
H -23.479174 10.351375 -5.903009 0.607 0.294 -0.441 0.14
H -24.904224 11.128243 -5.404542 -0.284 -0.285 -0.442 0.14
H -21.855454 12.721756 -6.897722 -0.051 0.363 -0.017 0.10
H -21.488216 11.789464 -5.429102 0.378 0.096 -0.223 0.14
H -20.543007 14.219409 -5.489881 0.068 0.096 0.264 0.14
H -21.292028 13.637789 -3.985586 -0.077 0.076 0.042 0.15
H -21.100556 16.493542 -5.123168 -0.046 -0.123 -0.192 0.10
H -21.883297 16.092505 -3.588214 -0.062 0.158 0.014 0.10
H -22.834683 16.863829 -4.893600 0.037 0.090 0.085 0.10
C -28.640154 16.528222 -13.355087 -0.311 0.683 0.510 -0.07
O -29.481332 15.592714 -13.996758 0.143 -0.163 -0.374 -0.16
C -29.483398 14.311975 -13.458108 0.222 -0.652 0.963 -0.23
C -30.294579 13.422273 -14.345440 -0.499 -0.223 -1.022 -0.07
N -29.768690 13.396585 -15.766785 0.260 -0.199 1.097 0.10
H -30.447423 12.882768 -16.326832 -0.054 0.227 -0.171 0.18
H -29.693990 14.364980 -16.098213 0.077 -0.054 -0.171 0.17
C -28.455559 12.690174 -15.958775 0.316 0.402 -1.396 -0.08
C -27.241290 13.593959 -15.862167 -0.104 -0.177 -0.310 -0.19
O -27.510391 14.771638 -16.603836 -0.421 0.070 0.549 -0.16
C -26.505820 15.730510 -16.461563 0.158 0.897 -0.434 -0.11
H -27.977733 16.993838 -14.083366 0.060 -0.107 -0.031 0.08
H -28.072676 16.116886 -12.515126 0.093 -0.318 -0.235 0.09
H -29.261934 17.312853 -12.916640 0.003 0.032 -0.124 0.10
H -29.925094 14.254296 -12.451546 -0.247 0.267 -0.110 0.15
H -28.476690 13.897993 -13.296323 0.111 0.145 -0.355 0.12
H -31.320799 13.776276 -14.454299 0.028 0.122 0.287 0.15
H -30.327536 12.379855 -14.032712 0.134 0.058 0.246 0.13
H -28.514085 12.375205 -16.999178 0.106 -0.327 0.180 0.13
H -28.383998 11.804382 -15.336451 -0.202 0.055 0.089 0.12
H -26.424929 13.090547 -16.387092 0.069 -0.355 0.463 0.12
H -26.971053 13.760861 -14.815757 0.182 0.430 -0.108 0.11
H -26.349504 16.023274 -15.415582 0.160 -0.311 0.052 0.07
H -26.801469 16.644527 -16.981031 -0.296 -0.162 -0.025 0.10
H -25.566568 15.436638 -16.952672 0.036 -0.312 0.317 0.08
B -24.894647 11.765949 -13.876239 -1.197 0.811 0.580 -1.25
F -26.123081 12.027395 -13.183689 0.080 0.129 -0.179 0.07
F -24.260157 10.794438 -13.070749 0.667 0.090 -0.465 0.10
F -25.216010 11.326276 -15.155547 0.546 -0.363 0.298 0.13
F -24.175252 12.987689 -13.963581 0.363 -0.488 0.155 0.09
B -27.914924 9.608337 -17.639536 -1.070 -0.443 -1.311 -1.25
F -27.984659 8.294198 -17.099391 0.352 0.260 0.653 0.10
F -29.105377 10.305417 -17.315815 0.147 -0.085 -0.029 0.09
F -26.830207 10.296923 -17.064739 0.380 0.025 0.528 0.10
F -27.775766 9.521966 -19.016120 0.241 0.180 0.372 0.14